[1]
Below is a 9-piece molecular cluster, C59H70N10O7S2 overall, with properties calculated with ωB97M-V with the def2-TZVPD basis set.

The geometry in XYZ format:
```
148
Properties=species:S:1:pos:R:3
H -1.1372 5.9747 -6.7435
H -8.0889 2.1527 1.3951
O 5.6357 -2.6542 2.4834
H 0.6612 -5.6928 3.4182
C -0.3161 3.3143 5.5669
N 4.8579 5.1295 -7.2366
N 6.8531 -0.9037 -6.1626
C 0.3761 -5.7882 2.3227
H -0.3915 -1.6381 7.3572
H 2.8794 1.3758 3.6972
C -7.1595 -1.6543 -2.4460
H -0.4179 0.6130 2.2634
C 4.9101 -3.9717 4.3995
H -2.6759 -1.3772 5.5735
C 6.1953 4.1309 -5.5030
C -3.7609 -4.9291 4.1070
H 4.8293 -1.4906 -2.6075
H 0.3519 4.0245 -7.2132
H 0.8121 4.8985 2.3016
H 3.1650 0.0447 5.0125
H -9.7941 3.9498 1.0890
H 2.8299 4.8199 -7.1327
H 2.9119 3.4500 -5.0475
C -8.7353 4.1803 1.0470
N -6.0096 4.7737 0.9396
H -5.6746 2.7769 1.2887
C -4.2689 -3.5939 3.3993
C 7.9111 -0.0780 -6.1433
C 0.2245 -4.4125 1.5339
H -4.2766 2.8856 -2.4356
C -2.3032 -5.8774 2.5545
H -3.7422 0.4781 -2.0576
C 6.0423 4.8828 -6.6569
C 3.2558 0.2448 -5.0313
C 4.2938 -0.4093 -4.3883
H -1.7160 -0.3939 7.4339
H 0.4555 -0.6775 1.3303
O -2.4503 -5.4843 3.9672
C 4.7067 -2.8159 3.2917
S 1.7397 -3.9025 0.5758
C 0.4178 -1.0154 3.6263
C -0.8856 -0.7972 6.7458
H 2.5404 -1.2868 -1.6314
H -1.2830 0.2734 4.2121
H -7.0515 -3.7347 -3.0030
C -1.1648 3.0095 -4.3646
N -0.7505 2.7798 4.4152
H 9.5776 -1.0278 -8.9151
C -3.0093 0.8454 -0.0703
C -3.0405 3.0001 0.6974
C 2.7726 -0.8623 -2.5956
O 2.2905 -2.4517 1.2021
H -1.8647 -1.1336 3.2161
O 1.2882 -3.5988 -0.8534
C 0.5053 4.4680 3.2466
H -5.3766 -3.7411 3.1335
H -1.0567 -3.5523 3.1411
H -4.1316 -2.7188 4.1174
H -1.2086 2.1920 -3.6554
N -1.9508 5.1835 -5.0304
C -8.3077 5.4803 0.8220
C 2.3371 -2.6757 2.6617
C 8.8152 -0.9931 -8.1446
N 0.9150 -3.4091 4.5712
C -6.3192 -3.3608 -1.0168
C 5.0582 3.6039 -4.9080
H -0.7020 2.9135 2.3658
H -6.1284 -0.5295 0.5656
N 3.4589 -2.0010 3.3390
C 4.0425 -0.9721 -3.1445
H 2.5811 -3.8055 2.7505
H 7.6274 -2.5843 -8.9855
H -3.8085 4.5218 -0.6115
H 4.5824 -3.6112 5.4320
C -0.2589 -3.1662 2.4028
O 2.7835 -4.9730 0.4724
C -1.9553 4.1321 -4.1955
H -2.7654 -0.1915 0.1398
C -6.9443 5.7231 0.7757
H -1.4038 -2.6786 5.4898
C -7.7909 3.1786 1.2181
S 2.3528 -2.2922 6.8807
N 2.0184 0.3638 -4.5245
C 3.8205 3.8451 -5.4855
C 6.7850 -1.7744 -7.1813
H -0.1502 0.0079 6.4267
C 1.8022 -0.1913 -3.3209
C -6.8634 -2.9934 -2.2366
C 0.8956 -2.5196 3.3691
H 6.9012 5.3191 -7.1570
H -0.9237 -7.5360 3.0714
H 9.7399 0.6104 -7.0386
H 1.0191 -0.4552 4.4273
C -1.1229 5.1117 -6.0853
C -6.3519 -1.2064 -0.2529
C -1.1361 -0.8634 4.0665
H -0.6668 2.8196 6.4673
H 5.1358 3.0111 -4.0030
C 3.7297 -0.6216 2.9060
H -2.4281 -4.9856 1.8478
H 3.4029 0.7051 -6.0036
O -4.5457 -5.5427 4.8618
H 4.3288 -4.9209 4.1464
H -3.1939 -6.5762 2.3416
C -3.5529 1.2172 -1.2889
C -0.3337 3.3657 3.2812
H -2.6338 4.2140 -3.3532
C -0.3202 2.9602 -5.4616
H -0.7701 -2.3948 1.7469
C -1.5389 -1.5407 5.4488
H 1.1914 -6.4432 1.8372
O 4.1319 -0.2307 1.7991
C 1.4768 -2.8908 5.5938
H 1.5943 5.8648 4.4666
C 3.7741 4.6066 -6.6421
C -0.2954 4.0297 -6.3450
H 6.0192 -4.2206 4.4367
H 0.3130 2.0944 -5.6266
H 7.9418 0.6142 -5.3079
C -3.8481 2.5573 -1.4949
C -6.4506 3.5246 1.1575
C 0.5162 -0.0635 2.3033
H -7.5877 -1.3273 -3.3871
C 8.9096 -0.0814 -7.1034
C 3.5470 0.5248 4.0375
H -0.5844 -4.5908 0.7323
H 0.8382 4.8068 6.5976
H 1.4007 0.6468 2.3327
C 7.7328 -1.8597 -8.1879
H 5.2754 -0.4759 -4.8484
C -3.5896 3.4699 -0.4849
C 0.9380 5.0016 4.4521
H 5.9185 -2.4281 -7.1730
H -7.1205 0.3136 -1.5649
C -6.9010 -0.7391 -1.4360
C 0.5206 4.4164 5.6389
H -3.7349 -3.3873 2.4137
H 4.6042 0.8980 4.2861
H 7.1778 3.9623 -5.0799
H -1.0800 -7.2377 1.2779
H -2.8170 3.6763 1.5163
H -6.0740 -4.3964 -0.8042
C -0.9644 -6.6994 2.2818
N -2.7468 1.7063 0.9253
H -6.5610 6.7229 0.5994
H -9.0168 6.2870 0.6853
N -6.0577 -2.4962 -0.0241
H 0.7935 -0.0814 -2.9354
```

Output
SMILES ... CCC[C@H](C)[C@@]1(N=C=S)C[C@H](CCCOC(C)=O)S(=O)(=O)O[C@H]1N(C(C)=O)C(C)=O.c1ccncc1.c1ccncc1.c1ccncc1.c1ccncc1.c1ccncc1.c1ccncc1.c1ccncc1.c1ccncc1
E_tot ... -4160.571866 Ha

[2]
Below is C59H74ClF5GeN4P4Sc as an isolated structure, with properties calculated with ωB97M-V with the def2-TZVPD basis set.

The geometry in XYZ format:
```
149
Properties=species:S:1:pos:R:3
H -1.4015 -5.5045 1.9024
H 3.7063 -4.2900 1.3009
H -4.4801 5.9368 3.2538
C -1.7862 -3.1339 -0.6076
H 5.3999 -5.6621 0.1894
P 2.5724 2.2539 -0.0765
H 1.6383 4.9397 -1.2429
C -3.6692 2.9932 1.7974
H -1.3052 -2.1973 -0.9085
C -1.0061 0.5559 3.8875
C 5.0095 0.3193 -4.5372
C 3.2238 4.4271 1.7691
H 1.9573 -4.9189 -3.4227
H 0.3819 -4.6341 4.8360
C -5.6083 -0.5882 3.2108
C 4.2532 2.2309 2.2645
C 3.6638 0.7516 -0.3619
C -0.3686 0.3677 -3.4463
H -3.9879 2.3460 0.9866
H 4.8053 1.3597 1.9165
C -3.4611 -1.2519 1.5990
H 2.0978 -0.1176 5.1337
C 1.5326 -2.9106 1.3420
H 4.3982 -3.9075 -3.5793
C 1.2915 -2.8955 -3.3152
Sc 0.0572 1.0937 0.3630
H 2.5095 4.2265 2.5683
C -2.8972 3.4247 -1.9321
P -0.2500 -2.5418 1.6662
H -1.8288 -3.7839 -1.4879
H -2.5883 5.2804 4.7030
N 2.0139 -2.5498 0.0192
H 3.3557 5.2451 -0.9775
H -2.1859 -2.2289 3.9232
H 3.4517 1.9066 2.9256
N 2.3922 -2.3276 -2.5991
C 0.3597 0.3123 3.9550
H -3.8470 3.0611 -2.3316
H -2.6000 -0.9523 -2.2429
C -1.0264 -3.8285 0.5333
C -4.5833 -2.0673 1.6219
C -3.9548 5.0068 3.0727
C -1.7041 0.5163 5.0956
H -6.4501 -0.3180 3.8363
C -1.6024 -3.1212 4.1391
H 4.7001 -0.8087 -6.3430
H 4.6761 1.0793 -0.6003
H 0.3171 1.1608 -3.7405
H 5.1017 1.3233 -2.6495
C 3.0200 -3.3494 -0.5138
H -2.7580 2.5742 -4.5873
N 0.4201 -0.7650 -3.0512
C 2.1126 2.6206 -2.8251
H -2.8782 4.5083 -2.0668
C -1.9256 -4.8851 1.1787
C 3.7049 -0.3197 -2.6056
C -2.2318 3.4360 3.6748
C -4.4936 0.2354 3.1755
H -1.4048 3.1666 4.3186
C 4.4315 -0.6829 -5.3028
H -2.8732 3.2298 -0.8584
H -1.6336 0.2453 7.2152
H -3.0129 0.1513 -4.5266
H 3.0858 -2.3656 -5.2671
C -0.8298 -2.3843 -4.4356
H -4.4254 -0.5671 -3.7618
H 0.0075 -5.6455 -4.7676
H -3.4534 0.3863 -0.2141
H -2.7717 0.6949 5.0966
C 3.8200 -4.2252 0.2267
H -4.5079 1.2505 -1.3282
C 3.7154 3.1238 1.1384
H -2.6238 -1.5059 0.9684
C 4.2250 -4.0224 -2.5152
C 4.9998 -4.8985 -1.7727
H -1.7425 -4.0238 -5.4352
C -0.2288 5.0896 1.2634
C 4.6512 0.5115 -3.2073
H -4.6851 -0.4887 -1.1087
H -2.8159 -2.9051 -0.3183
C -1.0620 0.2626 6.2955
C -3.9563 0.3218 -1.1722
C -4.3304 4.1896 2.0130
P -1.8917 0.9510 2.3244
Ge 1.4925 -1.0308 -0.9895
C -1.8372 2.9995 -4.1896
H -4.4967 1.1490 3.7571
C 0.4799 3.8080 0.8084
H -4.6218 -2.9591 1.0062
H 2.7361 5.1121 -2.6158
H 4.9436 2.8234 2.8674
H 5.7467 0.9758 -4.9843
C -2.6262 2.5977 2.6390
C 0.5586 -4.3724 3.7898
F 0.0231 5.3173 2.5558
H -0.8094 3.3118 -2.3482
H 2.5610 2.9424 -3.7677
H 1.0934 3.0159 -2.7997
C 1.0304 0.0640 5.1385
H 1.6228 -3.9891 1.4657
C 3.2034 -1.3736 -3.3728
H 3.9646 3.0512 -1.8042
C -0.2298 -3.0963 3.4627
C 3.5241 -1.5468 -4.7036
H -0.9955 2.5913 -4.7511
Cl 1.3570 0.2290 2.5046
H 5.7682 -5.4875 -2.2553
H -2.1834 -3.9949 3.8397
C -2.9744 0.0746 -2.3198
C 0.3090 0.0431 6.3191
F 0.4092 2.8843 1.9213
H -4.2094 1.1782 -3.7295
H -0.1650 -4.3282 0.0826
H 3.7242 0.2546 0.6093
P -1.4277 1.0621 -2.0921
H -1.8626 4.0733 -4.3900
C 4.7894 -4.9926 -0.4040
C 3.2478 -3.2736 -1.8860
F 0.2745 6.1093 0.5552
H -1.6218 -1.6991 -4.7070
H 0.2505 -5.2278 3.1885
C 0.2567 -1.9546 -3.6219
H 0.8184 -0.1541 7.2532
H 1.6341 -4.2427 3.6709
C -3.6807 0.2268 -3.6663
C -2.9026 4.6344 3.8928
C -1.7120 2.7975 -2.6770
F -1.5574 5.1006 1.0674
H -1.4688 -3.1721 5.2221
H 2.0764 1.5331 -2.8327
C -0.9064 -3.6944 -4.8322
F -0.5357 3.0900 -0.0313
H -2.3119 -5.5509 0.4018
H 2.1310 -2.4466 2.1350
H -1.0100 0.1651 -4.3009
C 2.8947 3.2048 -1.6484
H 4.0849 4.9265 2.2216
C 2.6384 4.7139 -1.6021
C 1.1851 -4.2108 -3.6926
H -2.7836 -4.4283 1.6748
C -5.6564 -1.7403 2.4359
H -5.1468 4.4811 1.3638
H 4.5533 3.3626 0.4749
C 0.0833 -4.6130 -4.4503
H 0.3215 -2.2588 3.9090
C -3.3970 -0.0972 2.3770
H 2.7680 5.1171 1.0662
H -6.5334 -2.3751 2.4631
N 3.1765 -0.2039 -1.3314
```

Output
Spin multiplicity ... 2
Charge ... +2
E_tot ... -7673.805547 Ha